# 1
The following is a quantum chemistry calculation of a molecular structure, C2F3LaNO5S2 at a distorted geometry, from the Open Molecules 2025 dataset.

Positions of all 14 atoms, in Å:
1 N -0.729 -1.553 0.718
2 S 0.534 -1.991 -0.067
3 O 1.390 -2.839 0.760
4 S -1.728 -0.455 -0.168
5 O -1.979 0.687 0.751
6 C -3.254 -1.542 0.029
7 F -3.062 -2.706 -0.567
8 F -3.549 -1.729 1.298
9 F -4.253 -0.904 -0.562
10 O 2.796 3.008 1.298
11 C 3.192 2.622 0.145
12 O 2.448 1.808 -0.467
13 O 4.143 3.215 -0.440
14 La 4.053 2.378 -2.729

Calculated values
* 2S+1: 2
* electronic energy: -44460.11301 eV
* charge: +2
* LUMO level (alpha / beta): -0.4439 / -0.4438 hartree
* ΔE to the lowest compared entry with this formula, charge and spin: 0.00 kJ/mol
* HOMO level (alpha / beta): -14.357 / -14.356 eV

# 2
The following is a quantum chemistry calculation of a molecular structure, C2F3MgNO4S2Yb at a distorted geometry, from the Open Molecules 2025 dataset.

Positions of all 14 atoms, in Å:
1 O -4.088 0.222 1.081
2 C -3.334 -0.113 0.209
3 O -2.977 -1.177 -0.328
4 Yb -2.113 1.977 -0.275
5 Mg -1.113 -1.625 -0.894
6 N 0.079 1.126 -0.233
7 S -0.424 0.573 -1.874
8 S 0.874 0.069 0.624
9 O 0.379 -1.340 0.409
10 O 1.024 0.488 2.007
11 C 2.616 -0.034 -0.066
12 F 2.613 -0.630 -1.244
13 F 3.099 1.188 -0.188
14 F 3.366 -0.725 0.773

Calculated values
* 2S+1: 2
* electronic energy: -78545.59573 eV
* charge: +1
* LUMO level (alpha / beta): -0.1797 / -0.1975 hartree
* ΔE to the lowest compared entry with this formula, charge and spin: 0.00 kJ/mol
* HOMO level (alpha / beta): -12.640 / -12.746 eV

# 3
The following is a quantum chemistry calculation of 2 unconnected molecules or ions with the total composition C2F4 at a distorted geometry, from the Open Molecules 2025 dataset.

Positions of all 6 atoms, in Å:
1 C -0.543 1.148 0.995
2 C 0.664 -0.720 -0.460
3 F -1.440 0.308 1.464
4 F -1.037 1.428 -0.133
5 F 1.946 -0.515 -0.534
6 F 0.411 -1.650 -1.332

Calculated values
* 2S+1: 1
* electronic energy: -12939.18352 eV
* LUMO level: -0.0064 hartree
* ΔE to the lowest compared entry with this formula, charge and spin: 305.03 kJ/mol
* HOMO level: -10.623 eV

# 4
The following is a quantum chemistry calculation of C2F4 in the gas phase at a distorted geometry, from the Open Molecules 2025 dataset.

Positions of all 6 atoms, in Å:
1 F 1.271 1.092 0.158
2 C 0.738 -0.044 -0.234
3 F 1.575 -1.084 0.023
4 C -0.730 -0.007 0.070
5 F -1.464 -1.091 0.052
6 F -1.390 1.134 -0.070

Calculated values
* 2S+1: 1
* electronic energy: -12941.20323 eV
* SMILES: FC(F)=C(F)F
* LUMO level: 0.0018 hartree
* ΔE to the lowest compared entry with this formula, charge and spin: 110.15 kJ/mol
* HOMO level: -9.494 eV

# 5
The following is a quantum chemistry calculation of a molecular structure, C2F6NO4PbS2SbSe4, from the Open Molecules 2025 dataset.

Positions of all 21 atoms, in Å:
1 Pb 1.493 2.188 -0.302
2 Se 1.933 6.511 1.701
3 Sb 0.052 5.059 1.276
4 Se 0.083 4.319 -1.169
5 Se 0.603 2.718 2.158
6 Se -2.149 5.742 1.961
7 F 0.970 -2.316 2.832
8 C 0.282 -2.249 1.685
9 F -0.521 -3.322 1.623
10 F -0.475 -1.160 1.710
11 S 1.454 -2.233 0.260
12 O 2.205 -1.020 0.421
13 O 2.128 -3.493 0.368
14 N 0.512 -2.261 -1.000
15 S -0.092 -1.003 -1.724
16 O -0.225 0.187 -0.915
17 O 0.387 -0.860 -3.067
18 C -1.828 -1.593 -1.913
19 F -2.378 -1.856 -0.728
20 F -2.557 -0.653 -2.520
21 F -1.878 -2.704 -2.658

Calculated values
* 2S+1: 1
* electronic energy: -322905.15353 eV
* charge: -2
* LUMO level: 0.1662 hartree
* ΔE to the lowest compared entry with this formula, charge and spin: 0.00 kJ/mol
* HOMO level: -2.005 eV

# 6
The following is a quantum chemistry calculation of C2F6O4 in the gas phase at a distorted geometry, from the Open Molecules 2025 dataset.

Positions of all 12 atoms, in Å:
1 F -0.709 0.585 3.451
2 C -1.524 1.018 2.435
3 F -2.006 2.349 2.668
4 F -2.528 0.132 2.449
5 O -0.843 0.964 1.186
6 O -0.206 -0.304 0.865
7 O 0.669 0.004 -0.336
8 O 1.973 0.409 0.010
9 C 2.719 0.301 -1.279
10 F 2.239 -0.732 -2.100
11 F 4.007 0.214 -0.928
12 F 2.558 1.411 -2.071

Calculated values
* 2S+1: 1
* electronic energy: -26560.16427 eV
* SMILES: FC(F)(F)OOOOC(F)(F)F
* LUMO level: -0.0384 hartree
* ΔE to the lowest compared entry with this formula, charge and spin: 94.40 kJ/mol
* HOMO level: -11.984 eV

# 7
The following is a quantum chemistry calculation of a molecular structure, C2FGaLi2O2 at a distorted geometry, from the Open Molecules 2025 dataset.

Positions of all 8 atoms, in Å:
1 C 0.372 1.135 0.543
2 O 0.005 2.317 0.154
3 Ga -0.887 -0.249 -1.176
4 F -0.580 -2.133 -1.002
5 C 0.509 0.017 1.044
6 O 0.759 -1.141 1.566
7 Li 0.449 -2.494 0.392
8 Li -0.627 2.547 -1.521

Calculated values
* 2S+1: 1
* electronic energy: -61673.32323 eV
* LUMO level: -0.0243 hartree
* ΔE to the lowest compared entry with this formula, charge and spin: 0.00 kJ/mol
* HOMO level: -6.560 eV

# 8
The following is a quantum chemistry calculation of C2FNS in the gas phase at a distorted geometry, from the Open Molecules 2025 dataset.

Positions of all 5 atoms, in Å:
1 F -2.426 -0.429 0.004
2 C -1.276 0.102 0.097
3 C -0.074 0.046 -0.097
4 N 1.141 0.414 0.011
5 S 2.634 -0.132 -0.015

Calculated values
* 2S+1: 1
* electronic energy: -17111.56459 eV
* SMILES: FC#CN=S
* LUMO level (alpha / beta): -0.0698 / -0.0699 hartree
* ΔE to the lowest compared entry with this formula, charge and spin: 341.03 kJ/mol
* HOMO level (alpha / beta): -8.514 / -8.529 eV

# 9
The following is a quantum chemistry calculation of a molecular structure, C2H10BInO2 at a distorted geometry, from the Open Molecules 2025 dataset.

Positions of all 16 atoms, in Å:
1 In 1.422 0.230 1.942
2 B 3.890 4.880 3.915
3 H 4.559 4.072 3.660
4 H 3.886 5.611 3.121
5 H 2.904 4.489 4.112
6 H 4.207 5.371 4.822
7 C -2.012 -3.194 -2.206
8 C -2.348 -1.784 -2.569
9 O -2.443 -1.007 -1.396
10 O -0.824 -3.254 -1.479
11 H -1.933 -3.838 -3.082
12 H -2.758 -3.622 -1.536
13 H -3.350 -1.769 -2.996
14 H -1.602 -1.408 -3.269
15 H -3.360 -0.896 -1.134
16 H -0.238 -3.883 -1.905

Calculated values
* 2S+1: 1
* electronic energy: -12151.87341 eV
* charge: +2
* LUMO level: -0.5290 hartree
* ΔE to the lowest compared entry with this formula, charge and spin: 400.24 kJ/mol
* HOMO level: -15.717 eV

# 10
The following is a quantum chemistry calculation of a molecular structure, C2H10FeN3S at a distorted geometry, from the Open Molecules 2025 dataset.

Positions of all 17 atoms, in Å:
1 C 0.699 -2.298 0.807
2 Fe -0.111 -0.721 0.018
3 N -0.671 1.388 0.195
4 N -0.100 -1.034 -2.047
5 H -0.015 1.910 -0.388
6 H -1.642 -0.604 0.117
7 H 0.328 -1.904 1.787
8 H 1.674 -2.790 0.696
9 H -0.075 -3.060 0.647
10 H 0.536 -0.503 -2.645
11 H -1.055 -0.830 -2.336
12 H 0.089 -2.028 -2.188
13 H -1.590 1.514 -0.173
14 H -0.619 1.799 1.139
15 S 2.163 0.100 -0.117
16 C 2.052 1.163 1.185
17 N 2.041 1.970 2.071

Calculated values
* 2S+1: 5
* electronic energy: -51927.84758 eV
* charge: -1
* LUMO level (alpha / beta): 0.1247 / 0.1186 hartree
* HOMO level (alpha / beta): -1.558 / -3.260 eV

# 11
The following is a quantum chemistry calculation of 2 unconnected molecules or ions with the total composition C2H10N2O at a distorted geometry, from the Open Molecules 2025 dataset.

Positions of all 15 atoms, in Å:
1 N 1.232 -1.554 0.241
2 C 0.444 -0.553 1.002
3 C 0.227 0.795 0.139
4 N 1.598 1.247 -0.417
5 H 2.177 -1.510 0.543
6 H 1.270 -1.229 -0.724
7 H 0.871 -0.211 2.013
8 H -0.582 -1.005 1.222
9 H -0.414 0.483 -0.713
10 H -0.502 1.458 0.694
11 H 1.477 2.232 -0.505
12 H 2.324 0.966 0.343
13 O -2.986 0.019 -0.877
14 H -3.142 -0.705 -1.387
15 H -3.428 0.068 -0.085

Calculated values
* 2S+1: 1
* electronic energy: -7262.57280 eV
* SMILES: NCCN.O
* LUMO level: 0.0331 hartree
* ΔE to the lowest compared entry with this formula, charge and spin: 130.28 kJ/mol
* HOMO level: -9.144 eV

# 12
The following is a quantum chemistry calculation of 2 unconnected molecules or ions with the total composition C2H10N2O at a distorted geometry, from the Open Molecules 2025 dataset.

Positions of all 15 atoms, in Å:
1 C -0.288 -0.457 0.685
2 N 1.088 -0.438 0.152
3 C 1.394 -1.482 -0.820
4 O 2.622 -1.391 -1.538
5 H -0.960 -0.076 -0.069
6 H -0.367 0.253 1.501
7 H -0.632 -1.418 1.048
8 H 1.762 -0.497 0.915
9 H 1.378 -2.466 -0.301
10 H 0.570 -1.527 -1.541
11 H 2.575 -0.583 -2.071
12 N -2.328 2.223 0.528
13 H -3.202 2.720 0.375
14 H -1.723 2.515 -0.237
15 H -1.889 2.623 1.374

Calculated values
* 2S+1: 1
* electronic energy: -7263.29353 eV
* SMILES: CNCO.N
* LUMO level: 0.0371 hartree
* ΔE to the lowest compared entry with this formula, charge and spin: 60.74 kJ/mol
* HOMO level: -8.923 eV